104
Properties=species:S:1:pos:R:3 method="wB97M-V/def2-TZVPD" e_lumo_ev=-2.08 orbital_gap_ev=4.927 fmax_ha_per_bohr=0.065 molar_mass_g_mol=1064.27 homo_ev=-7.01 charge=0
Rh 1.03817 -1.61286 0.89312
Cl 1.02317 -6.14556 -1.34108
Cl 2.67647 -6.90486 0.89332
Cl -0.17673 -6.76826 1.20452
S -1.22893 -1.08186 1.16962
S 0.81357 0.99194 1.40722
O 0.24127 -3.90316 0.52432
O -1.34923 -0.06886 2.22242
O 1.12867 -1.37626 -1.11658
O 0.75567 -1.33416 5.57382
O 2.34837 -4.08706 1.21412
O 1.09237 1.25244 2.81422
O 1.13387 -1.77056 2.82242
N 3.35367 -1.40676 -0.63198
N 2.95267 -1.46096 0.63582
C -1.19993 2.29114 -0.21128
C -1.96403 1.15304 -0.50178
C 4.71527 2.25494 -0.64618
C -5.80033 1.51024 -2.30848
C -6.78753 -3.36086 0.52402
C -4.94213 0.50094 -2.69878
C -2.11303 5.99134 -2.16378
C -5.20573 -1.57206 1.26392
C -2.35073 4.77804 -2.80768
C -1.49573 3.55044 -0.90138
C 3.58417 1.97144 -1.40638
C 3.08807 -0.67946 -5.61308
C 3.94407 -1.13676 -3.41278
C 4.63597 2.16854 0.73772
C -4.18243 2.27864 -0.70158
C 1.79227 -0.71676 -5.12338
C -0.17103 2.38004 0.76662
C 3.45217 1.81344 1.35672
C 0.17077 3.59704 1.32512
C -3.00423 -3.19036 0.73372
C -1.56513 -0.23296 -0.38238
C 4.15867 -0.89486 -4.75718
C -0.44333 -1.72566 4.93202
C 4.51357 -0.93866 3.88402
C -1.49803 5.99464 -0.93678
C 2.64217 -1.16486 -2.91688
C -4.29143 -3.67506 0.56652
C -1.14093 4.78824 -0.30568
C 1.29667 -4.51716 0.77302
C -2.84783 -1.88216 1.14732
C -2.03423 3.58394 -2.19208
C 3.79827 -1.33606 1.61262
C 2.39137 1.63164 -0.79668
C -3.28893 1.29124 -1.10698
C 5.99727 2.63924 -1.31778
C -0.36113 4.78404 0.87142
C -2.85023 -0.76606 -2.34898
C 1.93747 -1.24326 4.95142
C -5.42933 2.38384 -1.29448
C 3.47207 -1.23726 3.00102
C -3.93253 -1.07456 1.43942
C 1.56907 -0.96356 -3.78408
C 3.01947 -0.93066 5.76352
C -5.40123 -2.86996 0.79732
C -3.69473 0.35214 -2.08548
C 2.33227 1.55804 0.58532
C -1.88113 -1.09616 -1.43118
C 2.13507 -1.42826 3.52612
C 1.22277 -6.04646 0.41422
C 2.35137 -1.35306 -1.49038
C 4.29307 -0.78626 5.23792
H -2.37243 6.92324 -2.64458
H -0.74623 -1.01056 4.16202
H 2.84067 -0.80176 6.81942
H 3.64197 2.02744 -2.48338
H 0.56617 -0.99696 -3.38478
H 5.50987 2.37264 1.33712
H -7.24303 -2.74636 -0.25078
H -4.43213 -4.69446 0.23962
H -2.77783 4.77064 -3.80018
H -2.20073 2.66154 -2.72878
H 3.37327 1.73554 2.43122
H -1.42273 -2.07586 -1.45288
H -6.76743 1.60814 -2.77898
H 4.85067 -1.27336 1.34222
H 0.87627 3.58394 2.14112
H 3.25837 -0.49966 -6.66458
H 5.82487 3.39794 -2.07948
H 6.71327 3.02284 -0.59508
H 1.50917 1.42914 -1.38768
H -3.12113 -1.45346 -3.13368
H -3.90463 2.96314 0.08792
H -0.35493 -2.72206 4.49302
H 6.43407 1.77174 -1.81118
H 5.11397 -0.55946 5.89892
H -6.77193 -4.39286 0.18892
H -7.40593 -3.28606 1.41552
H 5.16457 -0.87876 -5.15158
H -2.13313 -3.80006 0.53962
H -6.11743 3.14494 -0.95558
H -5.23463 -0.19516 -3.47148
H -6.05343 -0.93926 1.47422
H 5.50797 -0.80436 3.48582
H -1.19513 -1.74976 5.72162
H -1.24433 6.92554 -0.45028
H -3.75113 -0.06696 1.78392
H 4.77377 -1.29966 -2.74438
H -0.10403 5.71994 1.34182
H 0.95617 -0.56126 -5.78798